Computed, not measured: a structure of composition C10H10BrNO3Pm in a non-equilibrium geometry, with ωB97M-V/def2-TZVPD.

```
26
Properties=species:S:1:pos:R:3
C 1.87 0.20 0.98
C 1.32 -0.90 1.73
C 1.67 -2.11 1.01
H 0.73 -0.83 2.65
C 2.31 -1.74 -0.20
C 2.46 -0.34 -0.22
H 3.00 0.18 -0.99
H 1.90 1.23 1.31
H 1.55 -3.14 1.35
H 2.67 -2.42 -0.97
Pm -0.75 -0.07 0.34
Br -2.57 0.50 2.33
C -1.87 1.46 -1.56
C -0.67 1.73 -2.30
C 0.19 2.53 -1.50
H -0.50 1.47 -3.35
C -0.45 2.74 -0.23
C -1.74 2.14 -0.30
H -2.47 2.07 0.53
H -2.75 0.91 -1.91
H 1.14 2.97 -1.82
H -0.07 3.37 0.58
O -0.68 -3.39 0.09
N -1.73 -3.04 0.64
O -2.41 -3.76 1.36
O -2.16 -1.76 0.46
```

The HOMO-LUMO gap (spin up / spin down) comes out at 7.5072 / 7.5804 eV. As for the multiplicity: 5. Its expectation value of S² is 6.006. The value obtained for the HOMO energy (spin up / spin down) is -0.1690 / -0.1714 hartree. For the energy relative to the best compared isomer or geometry (same formula, charge and spin), the calculation gives 0.00 kJ/mol. As for the calculated total energy: -3849.9136 Eh. As for the charge: -1.

Computed, not measured: a structure of composition C10H10ClITl in a non-equilibrium geometry, with ωB97M-V/def2-TZVPD.

```
23
Properties=species:S:1:pos:R:3
C 0.93 -2.05 2.94
C 1.00 -2.22 1.53
C -0.34 -2.26 1.03
H 1.91 -2.28 0.94
C -1.22 -2.14 2.14
C -0.44 -2.03 3.32
H -0.82 -2.02 4.35
H 1.78 -2.04 3.64
H -0.63 -2.27 -0.02
H -2.32 -2.07 2.11
Tl -0.02 1.39 1.20
Cl 1.27 1.15 3.59
C 0.16 2.85 -2.52
C -1.08 2.21 -2.87
C -0.76 0.97 -3.52
H -2.07 2.60 -2.69
C 0.66 0.85 -3.58
C 1.23 2.01 -2.96
H 2.29 2.23 -2.87
H 0.26 3.82 -2.04
H -1.48 0.26 -3.93
H 1.21 0.03 -4.04
I -1.54 1.01 4.24
```

The HOMO-LUMO gap (spin up / spin down) comes out at 3.4280 / 3.4088 eV. The value obtained for the HOMO energy (spin up / spin down) is -0.1124 / -0.1122 hartree. For the energy relative to the best compared isomer or geometry (same formula, charge and spin), the calculation gives 28.10 kJ/mol. As for the calculated total energy: -1317.3715 Eh. As for the charge: -1.

Computed, not measured: the ion C10H10ClOS with charge -1 in a non-equilibrium geometry, with ωB97M-V/def2-TZVPD.

```
23
Properties=species:S:1:pos:R:3
C -1.79 -2.44 0.55
C -2.03 -2.02 -0.84
C -0.93 -1.70 1.27
C -1.49 -0.92 -1.34
C 0.09 -0.85 0.53
C -0.55 -0.16 -0.58
C 1.12 -2.12 0.28
C 2.19 1.48 -0.45
C 0.77 2.01 -0.16
C -0.23 1.13 -0.88
O 1.12 -2.65 -0.78
S 1.88 -2.59 1.64
Cl -1.11 1.99 -2.12
H -2.49 -3.13 1.13
H -2.72 -2.62 -1.42
H -0.61 -2.00 2.28
H -1.79 -0.58 -2.33
H 0.58 -0.07 1.25
H 2.90 2.15 0.17
H 2.37 1.45 -1.50
H 2.16 0.47 -0.02
H 0.70 1.85 0.91
H 0.59 3.02 -0.57
```

The HOMO-LUMO gap comes out at 6.7367 eV. Its structure (SMILES) is CC/C(Cl)=C1/C=CC=C[C@H]1C([O-])=S. The value obtained for the HOMO energy is -0.1350 hartree. For the energy relative to the best compared isomer or geometry (same formula, charge and spin), the calculation gives 15.48 kJ/mol. As for the calculated total energy: -1320.6625 Eh. As for the charge: -1.

Computed, not measured: the ion C10H10FN2 with charge +1 in a non-equilibrium geometry, with ωB97M-V/def2-TZVPD.

```
23
Properties=species:S:1:pos:R:3
C -2.99 -1.15 -0.32
C -3.29 -0.31 0.73
C -1.68 -1.31 -0.74
C -2.29 0.40 1.38
C -0.67 -0.61 -0.11
C -0.99 0.23 0.95
C 0.82 -0.92 -0.38
C 2.27 -1.60 1.11
C 1.83 0.17 -0.14
C 1.89 1.46 -0.82
N 1.25 -1.98 0.48
N 2.66 -0.29 0.75
F 0.03 0.88 1.57
H -3.77 -1.70 -0.81
H -4.31 -0.21 1.07
H -1.44 -2.00 -1.54
H -2.50 1.05 2.21
H 0.87 -1.27 -1.42
H 2.82 -2.17 1.83
H 0.89 1.88 -0.92
H 2.26 1.32 -1.84
H 2.54 2.16 -0.31
H 3.45 0.21 1.14
```

The HOMO-LUMO gap (spin up / spin down) comes out at 5.3802 / 5.0602 eV. As for the multiplicity: 3. Its expectation value of S² is 2.023. The value obtained for the HOMO energy (spin up / spin down) is -0.3447 / -0.4982 hartree. As for the calculated total energy: -596.0501 Eh. As for the charge: +1.

Computed, not measured: the molecule C10H10FN3O in a non-equilibrium geometry, with ωB97M-V/def2-TZVPD.

```
25
Properties=species:S:1:pos:R:3
C 2.32 -0.84 0.01
C 3.40 -0.37 0.67
C 1.45 0.28 -0.13
C -2.61 1.24 0.10
C -1.65 2.14 -0.54
C -2.18 0.11 0.62
C -0.36 1.83 -0.66
C -0.78 -1.88 0.03
C -0.83 -0.43 0.50
C 0.03 0.42 -0.55
N 1.99 1.33 0.45
N 3.24 0.97 0.91
N -1.89 -2.30 -0.62
O 0.09 -2.63 0.42
F -0.07 -0.27 -1.80
H 2.06 -1.84 -0.20
H 4.34 -0.83 0.80
H -3.63 1.52 0.24
H -1.91 3.01 -1.03
H -2.69 -0.70 1.05
H 0.30 2.53 -0.95
H -0.47 -0.39 1.56
H 3.88 1.66 1.29
H -2.28 -1.48 -0.96
H -1.74 -3.09 -1.24
```

The HOMO-LUMO gap comes out at 9.4726 eV. Its structure (SMILES) is NC(=O)[C@@H]1C=CC=C[C@@]1(F)c1cc[nH]n1. The value obtained for the HOMO energy is -0.3304 hartree. For the energy relative to the best compared isomer or geometry (same formula, charge and spin), the calculation gives 34.74 kJ/mol. As for the calculated total energy: -726.3650 Eh.

Computed, not measured: the molecule C10H10N2 in a non-equilibrium geometry, with ωB97M-V/def2-TZVPD.

```
22
Properties=species:S:1:pos:R:3
C 2.71 -1.34 0.15
C 3.23 -0.02 0.03
C 1.37 -1.68 -0.05
C 2.32 1.01 -0.17
C 0.57 -0.61 -0.35
C 0.99 0.67 -0.17
C -0.87 -0.66 -0.34
C -1.39 0.76 -0.22
C -0.15 1.70 -0.08
C -2.77 1.08 0.04
N -2.71 -1.98 0.01
N -1.50 -1.72 0.07
H 3.46 -2.11 0.32
H 4.28 0.27 0.42
H 0.90 -2.68 0.02
H 2.66 2.05 -0.40
H -0.16 2.14 0.94
H -0.35 2.56 -0.71
H -3.27 0.23 0.46
H -3.41 1.28 -1.03
H -2.97 1.94 0.75
H -2.94 -2.91 0.32
```

The HOMO-LUMO gap comes out at 7.6480 eV. Its structure (SMILES) is [H]/N=N/C1=C(C)Cc2ccccc21. The value obtained for the HOMO energy is -0.2906 hartree. For the energy relative to the best compared isomer or geometry (same formula, charge and spin), the calculation gives 447.63 kJ/mol. As for the calculated total energy: -496.4266 Eh.

Computed, not measured: a cluster of 2 separate species, C10H10N2 in total in a non-equilibrium geometry, with ωB97M-V/def2-TZVPD.

```
22
Properties=species:S:1:pos:R:3
C 0.83 3.84 -2.04
C 0.29 2.73 -2.71
C -0.67 2.01 -1.94
C -0.93 2.38 -0.63
C -0.45 3.57 -0.18
C 1.35 -2.20 1.90
C 0.45 -1.85 0.93
C -0.63 -2.74 0.70
C -0.82 -3.87 1.44
C 0.33 -4.13 2.23
H 1.66 4.40 -2.50
H 0.39 2.48 -3.77
H -1.27 1.22 -2.45
H -1.50 1.78 -0.01
H -0.80 4.13 0.74
H 2.38 -1.69 2.01
H 0.39 -0.71 0.54
H -1.32 -2.57 -0.13
H -1.55 -4.62 1.32
H 0.18 -5.06 2.93
N 0.45 4.26 -0.84
N 1.24 -3.39 2.44
```

The HOMO-LUMO gap comes out at 9.9279 eV. Its structure (SMILES) is c1ccncc1.c1ccncc1. The value obtained for the HOMO energy is -0.3390 hartree. For the energy relative to the best compared isomer or geometry (same formula, charge and spin), the calculation gives 311.02 kJ/mol. As for the calculated total energy: -496.4786 Eh.

Computed, not measured: a cluster of 2 separate species, C10H10N2 in total in a non-equilibrium geometry, with ωB97M-V/def2-TZVPD.

```
22
Properties=species:S:1:pos:R:3
C -3.06 1.43 -0.04
C -1.69 0.64 0.04
C 0.74 0.60 -0.03
C 1.90 1.48 0.02
C 3.04 0.77 0.12
C 3.11 -0.59 0.02
C 2.09 -1.34 -0.09
C 0.81 -0.76 -0.24
C -1.50 -0.80 0.00
C -2.97 -1.42 0.25
H -3.53 0.61 -0.88
H -2.89 2.54 -0.97
H -3.77 1.77 0.91
H 1.83 2.54 0.10
H 3.81 1.57 0.63
H 4.06 -1.14 0.25
H 2.15 -2.32 -0.08
H -3.12 -2.48 0.39
H -3.28 -0.83 1.27
H -3.52 -1.03 -0.80
N -0.53 1.28 -0.01
N -0.39 -1.47 -0.16
```

The HOMO-LUMO gap comes out at 9.2534 eV. The value obtained for the HOMO energy is -0.3334 hartree. For the energy relative to the best compared isomer or geometry (same formula, charge and spin), the calculation gives 575.92 kJ/mol. As for the calculated total energy: -496.3777 Eh.

Among the records above, which one has the lowest calculated total energy?
C10H10BrNO3Pm